1.
# H14O7

7 unconnected molecules or ions with the total composition H14O7 at a distorted geometry (ωB97M-V/def2-TZVPD, OMol25).

The geometry in XYZ format:
```
21
Properties=species:S:1:pos:R:3:forces:R:3:lowdin_charge:R:1
O 0.226325 0.066044 -0.019229 0.816 0.351 -2.415 -0.06
H 0.848932 -0.524558 -0.478702 0.330 0.436 -0.865 0.06
H 0.109634 -0.432543 0.748061 -0.941 -1.196 3.266 -0.01
O -0.426979 -1.800729 -4.095073 -0.233 -1.921 2.157 -0.13
H -0.325456 -2.769843 -3.776406 -0.389 2.404 -0.924 0.09
H -0.937372 -1.364408 -3.340622 0.641 -0.549 -1.098 0.01
O -1.493057 -0.284124 -1.979960 0.646 -0.105 0.854 -0.08
H -1.082752 -0.138147 -1.071154 -0.425 -0.105 -1.178 0.04
H -2.326970 0.173190 -2.009576 -0.424 0.219 0.023 0.05
O 0.281213 2.183714 1.391704 2.475 -1.038 -0.981 -0.08
H 0.705697 1.504063 0.743567 -0.669 1.335 1.569 0.07
H -0.564812 2.196012 0.998223 -1.788 0.416 -0.355 0.03
O 1.645873 -0.594923 -2.179994 -0.060 0.126 0.277 -0.05
H 1.071132 0.173744 -2.290372 0.175 0.085 -0.184 0.05
H 1.161877 -1.262169 -2.676654 -0.026 -0.231 -0.492 0.02
O 0.188953 1.539270 3.985651 1.966 0.095 0.290 -0.13
H 0.980780 1.313081 4.572751 -1.631 0.635 -1.427 0.09
H 0.527005 2.004664 3.153675 -0.475 -0.718 1.205 0.03
O -0.288878 -0.746486 2.426780 -0.620 1.340 -0.747 -0.06
H -0.317539 0.155542 2.856464 0.333 -1.170 0.148 0.03
H 0.016392 -1.391394 3.040866 0.297 -0.409 0.876 0.04
```
Forces are in eV/Å.

## Properties
ΔE to the lowest compared entry with this formula, charge and spin   122.82 kJ/mol

2.
# H14O7

7 unconnected molecules or ions with the total composition H14O7 at a distorted geometry (ωB97M-V/def2-TZVPD, OMol25).

The geometry in XYZ format:
```
21
Properties=species:S:1:pos:R:3:forces:R:3:lowdin_charge:R:1
O -1.713557 0.640256 0.888014 1.075 0.824 0.648 -0.08
H -0.879514 0.745528 1.430500 -1.116 -0.305 -0.428 0.05
H -1.627402 1.433674 0.288298 -0.242 -0.498 0.210 0.02
O 0.479726 -0.944741 -1.852746 0.007 1.031 -0.352 -0.04
H -0.347831 -1.105852 -1.371977 -0.250 -0.234 -0.074 0.01
H 0.973523 -1.747908 -1.762764 0.238 -0.679 -0.402 0.03
O 1.047259 -2.001089 0.721899 -0.699 -0.036 -0.149 -0.07
H 0.083720 -1.944716 0.451376 0.811 -0.300 0.266 0.03
H 1.532874 -1.907903 -0.109750 -0.033 0.108 0.635 0.04
O 0.888673 0.480591 1.902936 0.108 0.013 0.040 -0.07
H 1.712059 0.704893 2.353938 -0.238 -0.235 0.078 0.08
H 0.939507 -0.464215 1.622522 0.429 0.211 0.049 0.03
O 1.722452 1.486618 -0.667378 -0.667 -0.797 -1.159 -0.07
H 1.369463 0.635147 -1.042218 0.510 0.738 0.176 0.03
H 1.560793 1.379235 0.267131 -0.054 -0.162 0.777 -0.01
O -1.516634 -1.631087 -0.156340 1.722 0.426 -0.565 -0.07
H -1.707428 -0.721716 0.203004 -0.429 0.261 0.464 0.00
H -2.228254 -2.225351 -0.091756 -1.445 -0.877 0.196 0.05
O -0.957727 2.553142 -0.687847 0.326 -0.197 -1.163 -0.05
H -1.264407 2.496137 -1.610454 -0.148 0.252 0.479 0.08
H -0.067296 2.139356 -0.776388 0.099 0.457 0.275 0.03
```
Forces are in eV/Å.

## Properties
ΔE to the lowest compared entry with this formula, charge and spin   61.56 kJ/mol

3.
# H14O7

7 unconnected molecules or ions with the total composition H14O7 at a distorted geometry (ωB97M-V/def2-TZVPD, OMol25).

The geometry in XYZ format:
```
21
Properties=species:S:1:pos:R:3:forces:R:3:lowdin_charge:R:1
O 2.847177 -1.087857 -0.567475 0.171 0.015 0.452 -0.08
H 3.328465 -0.782400 -1.345786 -0.505 -0.153 0.079 0.06
H 1.887938 -1.258241 -0.745655 0.389 0.025 -0.531 0.00
O -1.500311 0.664840 -1.258127 -0.673 -0.466 0.285 -0.08
H -2.032377 1.335280 -1.692951 -0.080 0.087 -0.207 0.07
H -2.166933 0.117094 -0.760165 0.560 0.544 -0.034 0.04
O 0.069170 2.712678 -0.043795 -0.237 -0.780 -1.075 -0.08
H 0.311198 2.921059 -0.964584 0.128 0.289 0.578 0.05
H -0.491281 1.919029 -0.229227 0.276 0.462 0.497 0.01
O 1.979799 0.787044 1.290393 1.261 -3.228 0.924 -0.07
H 2.462077 0.072041 0.738197 -0.776 1.602 0.582 0.06
H 1.733146 1.487554 0.738842 -0.575 1.790 -1.560 -0.02
O 0.208323 -1.545769 -0.892721 -0.514 0.095 -0.143 -0.10
H -0.179347 -1.517489 0.031339 0.368 0.828 -1.667 0.03
H -0.181212 -0.817163 -1.447806 0.191 -0.852 1.242 0.05
O -3.074920 -0.742819 0.646578 -0.687 0.632 -0.553 -0.02
H -2.381152 -0.689197 1.291881 0.888 0.377 0.768 0.01
H -2.956968 -1.608032 0.285608 -0.147 -1.046 -0.409 0.04
O -0.345597 -0.582008 1.553607 -0.451 -1.094 0.434 -0.07
H 0.060996 -1.402580 1.873275 -0.173 0.305 0.374 0.08
H 0.421812 0.016944 1.498576 0.588 0.570 -0.036 0.01
```
Forces are in eV/Å.

## Properties
ΔE to the lowest compared entry with this formula, charge and spin   78.24 kJ/mol

4.
# H14O7

7 unconnected molecules or ions with the total composition H14O7 at a distorted geometry (ωB97M-V/def2-TZVPD, OMol25).

The geometry in XYZ format:
```
21
Properties=species:S:1:pos:R:3:forces:R:3:lowdin_charge:R:1
O 0.087206 -0.967427 -0.800005 -1.313 1.468 -0.123 -0.06
H 0.293556 -1.567463 -0.095670 0.089 -0.656 0.483 0.02
H -0.813209 -0.605773 -0.576149 1.291 -0.572 -0.192 0.04
O -1.677297 1.896965 -0.132050 -2.307 -2.657 -0.117 0.00
H -1.099524 2.343790 -0.686208 1.622 1.840 -1.330 -0.03
H -1.626117 2.143510 0.762917 0.395 0.899 1.328 0.02
O 2.936184 -1.169898 1.696548 -2.004 2.486 1.850 -0.10
H 3.072682 -1.298458 2.663590 0.090 -0.208 -0.977 0.06
H 2.339014 -0.321350 1.739443 1.638 -2.281 -0.194 0.10
O 0.843109 2.705541 -1.096472 -1.682 1.370 2.076 -0.01
H 1.367659 2.261491 -1.699772 1.606 -1.415 -2.004 0.00
H 0.570354 2.040616 -0.453351 0.370 -0.170 -0.074 0.02
O 3.447565 -0.637923 -0.847266 -0.331 1.544 -0.761 -0.07
H 3.253762 0.257451 -1.215773 0.361 -1.166 0.217 0.04
H 2.849576 -0.682359 -0.094983 0.269 -0.391 -0.173 -0.04
O -2.985178 -0.305051 2.343522 0.780 -0.316 0.408 -0.06
H -2.694239 0.604756 2.461097 -0.179 0.035 -0.032 0.02
H -2.277778 -0.816845 2.783806 -0.624 0.233 -0.339 0.05
O -2.362609 -2.239108 -2.126926 1.155 0.905 0.254 -0.04
H -2.270020 -1.280465 -2.247550 0.338 -0.383 0.069 0.04
H -3.254688 -2.361991 -2.378757 -1.565 -0.566 -0.367 0.01
```
Forces are in eV/Å.

## Properties
ΔE to the lowest compared entry with this formula, charge and spin   268.68 kJ/mol